ORCA calculation (ωB97M-V with the def2-TZVPD basis set) on a cluster of 9 separate species, C33H75NO18 in total at a distorted geometry.

Atoms and positions in Å:
1 C -3.63533 -0.08250 -4.45766
2 N -2.21865 -0.07839 -5.14026
3 O -1.24614 0.21393 -4.49764
4 O -2.18330 -0.47622 -6.28237
5 H -3.72979 0.86052 -3.92400
6 H -3.59765 -0.91143 -3.80190
7 H -4.35414 -0.25889 -5.25781
8 C 2.90136 -4.25966 2.58472
9 O 2.59148 -4.79622 1.29633
10 C 3.11656 -3.88935 0.24346
11 C 2.85597 -4.51333 -1.15934
12 O 1.84840 -3.82458 -1.76646
13 C 1.49212 -4.26592 -3.07183
14 H 3.90621 -3.86680 2.62155
15 H 2.71567 -5.01326 3.35215
16 H 2.23012 -3.41751 2.78798
17 H 4.14546 -3.71781 0.52016
18 H 2.58705 -2.93210 0.29298
19 H 2.57554 -5.55131 -0.93874
20 H 3.72567 -4.52546 -1.80909
21 H 2.05862 -3.68413 -3.80894
22 H 0.41483 -4.04065 -3.05417
23 H 1.65841 -5.34410 -3.11131
24 C 0.39124 3.32565 2.33842
25 O -0.07061 4.41313 1.62001
26 C -1.45876 4.38265 1.47584
27 C -1.95636 5.68904 0.92837
28 O -1.32794 5.83621 -0.34273
29 C -1.75527 6.98624 -1.03992
30 H -0.19700 3.28175 3.26694
31 H 1.46518 3.44615 2.49800
32 H 0.25469 2.45199 1.69224
33 H -1.97152 4.15532 2.44276
34 H -1.71431 3.56002 0.76987
35 H -1.56872 6.50446 1.53415
36 H -3.03272 5.62972 0.82835
37 H -1.18731 6.95410 -1.97285
38 H -1.50426 7.90413 -0.46043
39 H -2.80149 6.86882 -1.31099
40 C -0.67581 -7.07384 -0.16419
41 O -1.91186 -6.65299 0.31100
42 C -1.73795 -5.63987 1.31620
43 C -3.00160 -4.76004 1.49541
44 O -3.25403 -4.37133 2.80802
45 C -4.24871 -3.34899 3.00465
46 H -0.02265 -7.41989 0.67156
47 H -0.10226 -6.30506 -0.65705
48 H -0.93351 -7.85101 -0.84832
49 H -0.79105 -5.10052 1.11107
50 H -1.65813 -6.20219 2.29666
51 H -3.79977 -5.40095 1.10296
52 H -2.92274 -3.80854 0.85509
53 H -4.04361 -2.34794 2.57910
54 H -4.42740 -3.20871 4.06659
55 H -5.22752 -3.69493 2.68459
56 C 1.83236 -1.44538 5.69551
57 O 2.83384 -1.01702 4.76832
58 C 2.84926 0.40855 4.63429
59 C 3.56171 0.81502 3.34272
60 O 2.75023 0.98587 2.23274
61 C 3.26058 1.24907 0.96382
62 H 2.04301 -1.05004 6.65753
63 H 1.85973 -2.56134 5.81919
64 H 0.86334 -1.13555 5.36774
65 H 3.54248 0.74504 5.38297
66 H 1.79672 0.82137 4.62666
67 H 4.32442 0.02619 3.16925
68 H 4.08874 1.76468 3.57695
69 H 4.27201 0.79997 0.81501
70 H 3.42784 2.33259 0.83630
71 H 2.54251 0.86787 0.23948
72 C -1.15556 3.71831 -6.01529
73 O -0.31513 4.46307 -5.07416
74 C -0.98361 4.79180 -3.87807
75 C -1.08146 3.65502 -2.86833
76 O 0.19375 3.05360 -2.63242
77 C 1.00106 3.85154 -1.72538
78 H -0.54657 3.72227 -6.92157
79 H -2.04630 4.33492 -6.22707
80 H -1.35310 2.70603 -5.65749
81 H -2.02237 5.15880 -4.08277
82 H -0.42366 5.57772 -3.42617
83 H -1.66303 2.81513 -3.22033
84 H -1.39307 4.06813 -1.91239
85 H 1.42685 4.74109 -2.17864
86 H 1.80586 3.21392 -1.35721
87 H 0.44261 4.27001 -0.85375
88 C 0.30089 -1.41633 2.33538
89 O -0.49093 -0.27480 2.72464
90 C -1.89238 -0.52971 2.85105
91 C -2.57062 0.80241 3.20452
92 O -2.11806 1.46340 4.30685
93 C -2.27941 0.83629 5.51911
94 H 0.03506 -2.37060 2.91314
95 H 1.29107 -1.09471 2.53211
96 H 0.22890 -1.64763 1.26994
97 H -2.11979 -1.32362 3.57929
98 H -2.27003 -0.96269 1.90330
99 H -3.64407 0.58015 3.26927
100 H -2.37878 1.55784 2.41537
101 H -1.64288 -0.06155 5.50080
102 H -3.32905 0.56714 5.77089
103 H -2.03946 1.53788 6.32190
104 O -3.03919 1.00289 -0.29614
105 C -2.07250 0.38686 -0.52693
106 O -2.17515 -0.79636 -1.13776
107 C -0.78306 -1.35362 -1.33332
108 C 0.14513 -0.12792 -1.17678
109 C -0.65131 0.75297 -0.22430
110 H -0.82630 -1.79774 -2.36492
111 H -0.63197 -2.09779 -0.57717
112 H 0.27520 0.40319 -2.09526
113 H 1.14740 -0.35310 -0.83942
114 H -0.42023 1.77665 -0.45756
115 H -0.45999 0.58917 0.84832
116 O 3.99527 -1.27580 -2.16533
117 C 3.44949 -0.48071 -2.89123
118 O 2.80382 -0.96512 -3.99542
119 C 2.40874 0.09274 -4.86402
120 C 2.33686 1.34664 -4.02248
121 C 3.23254 1.00129 -2.81823
122 H 1.43642 -0.09862 -5.27226
123 H 3.13033 0.12678 -5.67149
124 H 1.32465 1.61762 -3.72502
125 H 2.78968 2.22078 -4.52062
126 H 2.85824 1.33210 -1.86899
127 H 4.24570 1.45801 -3.03786

Computed properties:
Molecular weight = 774.0 g mol⁻¹
SMILES = C[N+](=O)[O-].O=C1CCCO1.O=C1CCCO1.COCCOC.COCCOC.COCCOC.COCCOC.COCCOC.COCCOC
Kohn-Sham gap = 0.354 hartree